ORCA calculation (ωB97M-V/def2-TZVPD) on a cluster of 9 separate species, C34H84N2O16 in total at a distorted geometry.

Calculated values
HOMO-LUMO gap ... 9.6443 eV
2S+1 ... 1
E_HOMO ... -9.051 eV
Structure (SMILES) ... CNC(C)=O.CNC(C)=O.COCCOC.COCCOC.COCCOC.COCCOC.COCCOC.COCCOC.COCCOC

Positions of all 136 atoms, in Å:
C -0.617 -0.234 -0.428
N 0.410 -0.483 0.530
C 1.718 -0.267 0.212
C 2.681 -0.576 1.324
O 2.058 0.089 -0.904
H -0.747 -1.005 -1.193
H -0.411 0.679 -0.998
H -1.588 -0.085 0.043
H 0.160 -0.460 1.506
H 2.454 0.140 2.120
H 3.703 -0.450 0.977
H 2.546 -1.593 1.693
C 4.438 -0.721 5.065
N 5.603 -0.205 5.771
C 5.706 1.085 6.181
C 6.968 1.397 6.987
O 4.821 1.910 6.053
H 4.693 -1.368 4.225
H 3.821 0.100 4.712
H 3.897 -1.367 5.760
H 6.363 -0.850 5.884
H 6.632 1.787 7.946
H 7.467 2.219 6.476
H 7.561 0.495 7.110
C 6.662 -2.513 0.918
O 5.444 -3.224 1.072
C 5.307 -4.364 0.258
C 4.083 -5.121 0.748
O 2.784 -4.533 0.665
C 2.664 -3.687 -0.499
H 7.573 -3.100 0.779
H 6.687 -1.892 1.812
H 6.622 -1.837 0.056
H 6.180 -5.020 0.343
H 5.151 -4.076 -0.789
H 4.248 -5.484 1.762
H 3.991 -6.031 0.139
H 2.779 -4.296 -1.398
H 3.465 -2.960 -0.360
H 1.701 -3.183 -0.469
C -2.022 3.530 1.779
O -0.962 3.636 2.751
C -0.404 2.393 3.053
C 0.955 2.633 3.720
O 1.778 3.189 2.732
C 2.999 3.725 3.178
H -1.673 4.122 0.924
H -2.925 4.058 2.078
H -2.118 2.508 1.424
H -0.120 1.656 2.295
H -1.067 1.938 3.796
H 1.365 1.814 4.332
H 0.856 3.371 4.536
H 3.565 3.981 2.285
H 3.536 2.976 3.772
H 2.950 4.607 3.826
C -8.579 0.208 -4.885
O -7.194 0.177 -4.667
C -6.560 -1.078 -4.797
C -5.096 -1.134 -4.439
O -4.793 -1.114 -3.061
C -3.445 -1.445 -2.821
H -9.146 0.015 -3.973
H -8.866 -0.464 -5.700
H -8.896 1.194 -5.228
H -6.679 -1.402 -5.835
H -7.073 -1.759 -4.105
H -4.494 -0.417 -5.009
H -4.761 -2.109 -4.818
H -3.142 -1.230 -1.800
H -2.704 -0.888 -3.408
H -3.260 -2.499 -3.042
C -3.903 1.401 -1.308
O -4.062 2.608 -0.564
C -4.105 3.836 -1.253
C -5.465 4.086 -1.864
O -6.445 4.240 -0.854
C -7.763 4.331 -1.340
H -3.153 1.495 -2.094
H -4.910 1.125 -1.623
H -3.617 0.637 -0.588
H -3.355 3.824 -2.050
H -3.803 4.640 -0.582
H -5.721 3.347 -2.629
H -5.383 5.030 -2.420
H -8.346 4.967 -0.673
H -8.295 3.377 -1.206
H -7.816 4.555 -2.406
C -0.026 -4.126 5.400
O 0.128 -2.766 5.109
C -0.898 -2.252 4.280
C -0.745 -0.737 4.079
O -1.583 -0.289 3.016
C -2.964 -0.334 3.242
H 0.885 -4.538 5.824
H -0.466 -4.710 4.585
H -0.790 -4.289 6.179
H -1.901 -2.393 4.687
H -0.773 -2.738 3.310
H 0.298 -0.484 3.888
H -1.010 -0.188 4.987
H -3.405 0.601 3.609
H -3.336 -1.149 3.865
H -3.423 -0.458 2.256
C -0.816 4.678 -2.362
O 0.201 3.795 -2.682
C 1.287 3.813 -1.788
C 2.430 2.964 -2.353
O 3.038 3.597 -3.458
C 4.045 2.794 -4.002
H -1.546 4.801 -3.171
H -0.530 5.728 -2.222
H -1.473 4.391 -1.535
H 0.934 3.381 -0.843
H 1.645 4.838 -1.632
H 2.116 1.949 -2.608
H 3.165 2.894 -1.541
H 4.557 3.305 -4.816
H 3.684 1.903 -4.541
H 4.750 2.355 -3.291
C -0.620 -4.527 -2.904
O -0.548 -3.157 -2.562
C 0.012 -2.371 -3.593
C 1.527 -2.411 -3.617
O 2.174 -3.583 -4.087
C 1.941 -3.932 -5.443
H 0.109 -4.992 -3.567
H -1.630 -4.730 -3.280
H -0.531 -5.087 -1.970
H -0.210 -1.311 -3.449
H -0.433 -2.662 -4.553
H 1.800 -2.354 -2.561
H 1.966 -1.525 -4.090
H 1.506 -4.936 -5.328
H 2.821 -3.909 -6.081
H 1.075 -3.453 -5.913

Forces on the atoms, in the same order (eV/Å):
-0.80 0.83 -0.99
0.41 -0.06 0.28
-0.26 -0.42 -0.22
-0.06 0.34 0.13
0.10 -0.11 -0.13
0.27 -0.33 0.34
0.08 0.05 0.14
0.16 -0.13 0.32
-0.16 -0.25 -0.05
0.28 -0.10 0.19
-0.02 0.08 0.03
-0.04 0.01 0.02
-0.02 -0.44 0.41
-0.25 -0.05 -0.87
0.22 -0.18 1.06
-0.85 0.05 -0.56
-0.06 -0.02 -0.44
0.33 0.24 -0.10
-0.03 0.02 0.15
-0.43 0.22 -0.10
0.19 0.22 0.17
0.07 -0.13 0.08
0.37 -0.21 0.03
0.39 0.27 0.06
-0.72 0.80 -0.13
0.68 -0.16 0.05
-0.90 0.30 0.13
-0.53 -1.29 -0.62
0.34 0.75 0.05
0.53 -0.49 1.30
-0.18 -0.46 0.39
0.53 0.02 -0.02
-0.14 -0.02 -0.09
-0.02 -0.04 -0.05
0.37 -0.06 -0.02
-0.18 0.38 0.20
0.46 -0.13 -0.14
-0.02 0.24 -0.26
-0.22 0.40 -0.77
-0.10 -0.19 0.03
1.42 0.99 -0.58
-0.54 -0.22 -1.05
1.30 -0.23 2.35
-0.58 1.71 1.22
0.22 -0.26 -0.30
0.46 -0.58 0.29
-0.03 -0.17 -0.22
-0.22 -0.61 0.52
-0.59 -0.05 0.22
-0.90 0.49 -0.88
0.12 -0.49 -0.16
0.18 -0.66 -0.94
-0.38 0.28 -0.24
0.08 -0.02 0.04
0.22 -0.03 -0.14
-0.60 0.11 -0.12
-0.16 -0.07 -0.36
0.90 1.03 0.15
-0.93 -0.02 0.79
0.63 -0.46 -0.54
-0.23 0.68 0.08
0.59 -0.25 -0.17
0.00 -0.40 0.04
-0.10 -0.31 0.18
0.42 0.20 0.10
0.09 -0.31 0.01
-0.01 -0.38 -0.28
-0.13 0.39 0.21
-0.09 -0.15 -0.16
-0.56 -0.19 0.23
-0.37 0.28 -0.42
-0.03 -0.15 0.11
-1.07 0.84 0.78
0.81 0.05 0.95
-0.19 -0.97 -0.57
0.05 1.06 -0.17
0.33 -0.14 -0.17
-0.56 -1.10 0.58
-0.13 -0.06 -0.21
0.28 -0.29 -0.82
0.27 0.08 0.02
-0.15 0.03 -0.25
-0.28 -0.11 0.28
-0.12 -0.43 0.30
-0.04 0.13 -0.08
0.25 0.67 -0.43
0.33 -0.26 -0.25
-0.05 0.56 0.09
-1.35 -0.47 0.84
0.03 0.61 0.09
0.56 0.41 -0.25
-0.41 -0.18 0.53
0.89 -0.56 0.06
-1.10 0.17 -0.70
0.25 0.06 -0.49
0.74 0.04 -0.46
0.06 0.35 0.19
0.03 -0.60 0.11
-0.49 -0.01 -0.22
-0.03 0.03 -0.47
-0.03 -0.11 0.23
0.50 0.12 0.33
0.34 -0.05 0.08
0.01 -0.15 0.05
-1.38 1.06 -0.25
-0.20 0.05 -0.69
0.23 -0.62 -0.33
-0.20 0.44 0.74
0.13 0.00 -0.13
0.10 -0.91 -1.09
0.39 -0.61 -0.47
0.66 -0.15 0.38
0.61 -0.26 0.49
0.39 0.09 0.19
-0.04 0.00 0.06
-0.21 0.02 0.04
0.05 -0.23 0.03
0.19 0.57 0.44
-0.67 -0.03 0.27
0.14 0.56 0.37
-1.06 -0.83 0.99
0.72 0.18 -0.39
0.23 0.06 -0.79
0.64 0.03 0.64
-0.07 0.45 -0.29
-1.54 -1.22 0.76
0.30 0.79 -0.21
0.08 -0.09 -0.25
-0.04 0.06 0.03
-0.36 -0.12 0.34
0.00 0.05 -0.06
0.20 0.15 -0.08
-0.29 0.04 -0.22
0.74 -0.31 -0.70
0.10 0.09 0.16
0.43 0.81 0.05

ORCA calculation (ωB97M-V/def2-TZVPD) on a structure of composition C45H35N4O5S4SnTe.

Calculated values
HOMO-LUMO gap ... 6.3053 eV
2S+1 ... 1
E_HOMO ... -9.888 eV
Charge ... +1

Positions of all 95 atoms, in Å:
Sn 0.746 -1.782 -1.681
O 3.096 -0.331 -0.923
C 3.198 1.084 -1.124
C 1.780 1.544 -1.486
O 1.580 2.663 -1.955
O 0.813 0.735 -1.207
C 3.508 1.799 0.200
C 4.144 3.036 0.199
C 4.390 3.696 1.394
C 4.011 3.121 2.598
C 3.375 1.888 2.602
C 3.110 1.233 1.407
C 4.260 1.372 -2.180
C 5.572 1.039 -1.841
C 6.608 1.201 -2.744
C 6.348 1.709 -4.010
C 5.050 2.047 -4.355
C 4.009 1.881 -3.448
H 3.952 -0.646 -0.613
H 4.444 3.488 -0.738
H 4.892 4.655 1.383
H 4.216 3.629 3.532
H 3.089 1.433 3.539
H 2.621 0.267 1.414
H 5.800 0.676 -0.844
H 7.618 0.940 -2.457
H 7.155 1.847 -4.718
H 4.839 2.448 -5.338
H 3.008 2.162 -3.733
O -2.840 -0.094 -3.471
S -2.533 -0.779 -2.241
O -1.747 0.191 -1.301
N -1.625 -2.015 -2.304
C -2.112 -3.301 -2.667
C -3.359 -3.577 -3.167
C -3.763 -4.903 -3.434
C -2.917 -5.948 -3.219
C -1.606 -5.696 -2.752
C -0.662 -6.728 -2.547
C 0.601 -6.429 -2.132
C 0.932 -5.081 -1.921
N 0.077 -4.098 -2.086
C -1.197 -4.376 -2.489
C -3.986 -1.090 -1.326
C -5.197 -0.585 -1.779
C -6.319 -0.772 -0.985
C -6.208 -1.443 0.226
C -4.984 -1.945 0.657
C -3.853 -1.772 -0.120
H -4.055 -2.778 -3.381
H -4.759 -5.077 -3.817
H -3.222 -6.966 -3.420
H -0.956 -7.754 -2.733
H 1.345 -7.196 -1.973
H 1.935 -4.805 -1.609
H -5.256 -0.075 -2.732
H -7.277 -0.392 -1.313
H -7.087 -1.580 0.842
H -4.913 -2.470 1.600
H -2.891 -2.162 0.193
S -0.935 1.730 4.072
C -0.312 0.368 3.383
S -0.889 -0.182 1.841
C 0.238 -1.494 1.855
N 0.959 -1.544 2.914
N 0.645 -0.517 3.782
C 1.298 -0.579 5.064
C 1.471 0.558 5.840
C 2.107 0.449 7.070
C 2.572 -0.773 7.526
C 2.404 -1.901 6.733
C 1.771 -1.813 5.506
S 0.301 -2.730 0.625
H 1.129 1.520 5.495
H 2.239 1.339 7.671
H 3.062 -0.848 8.487
H 2.768 -2.863 7.070
H 1.648 -2.689 4.888
C -3.032 2.805 -2.213
Te -1.076 1.950 -2.113
C -0.949 2.913 -0.253
C -2.235 3.657 -0.008
C -2.408 4.385 1.167
C -3.586 5.077 1.382
C -4.598 5.048 0.427
C -4.429 4.321 -0.739
C -3.247 3.618 -0.960
H -3.786 2.031 -2.347
H -3.038 3.416 -3.120
H -0.066 3.550 -0.312
H -0.751 2.129 0.479
H -1.624 4.397 1.913
H -3.718 5.641 2.296
H -5.516 5.596 0.591
H -5.217 4.293 -1.482

Forces on the atoms, in the same order (eV/Å):
0.19 0.01 -0.10
-0.01 -0.02 0.05
-0.01 0.09 0.16
0.16 -0.02 -0.08
-0.01 0.14 0.01
-0.34 -0.12 -0.02
-0.01 -0.05 -0.08
-0.07 0.08 0.02
0.02 -0.01 -0.06
-0.02 -0.06 0.04
-0.02 0.06 -0.04
0.07 -0.03 0.00
0.02 -0.09 -0.01
0.05 0.02 0.03
-0.01 0.00 -0.04
0.00 0.00 0.02
-0.04 0.00 0.00
0.01 -0.10 0.03
0.07 -0.03 0.00
0.00 -0.01 0.01
-0.01 0.00 0.00
0.00 -0.01 -0.01
-0.05 -0.06 0.09
-0.03 -0.01 0.00
-0.02 0.00 0.00
-0.01 0.00 0.00
-0.01 -0.01 0.00
0.00 0.00 0.01
-0.06 0.04 -0.01
-0.08 -0.09 0.13
-0.08 0.24 -0.08
-0.05 0.07 -0.43
0.14 -0.26 0.17
0.13 0.22 0.04
-0.05 0.05 -0.06
0.01 0.04 0.01
0.02 -0.01 0.00
0.01 -0.09 -0.03
-0.05 -0.03 -0.02
0.06 0.03 0.00
0.01 0.02 -0.03
-0.13 0.00 0.11
0.12 0.01 0.05
0.04 0.02 0.14
0.00 -0.05 0.05
0.00 0.00 0.00
0.00 0.00 0.01
-0.03 -0.01 0.01
-0.09 0.01 -0.09
-0.01 0.02 0.01
0.00 0.02 0.00
0.01 0.01 0.00
-0.01 0.00 0.00
0.00 0.01 0.00
-0.02 -0.01 0.02
0.01 0.00 0.03
0.00 -0.01 0.01
0.01 0.00 -0.01
0.00 0.01 0.00
0.01 0.02 -0.01
-0.06 0.04 0.03
0.12 -0.07 0.04
-0.15 0.00 -0.25
0.17 0.03 -0.07
-0.04 0.18 0.13
0.11 -0.08 0.10
-0.01 0.05 -0.08
0.13 0.09 0.02
-0.01 0.03 -0.01
-0.03 -0.04 -0.05
0.02 0.02 0.03
-0.07 0.01 -0.04
-0.20 -0.07 -0.12
0.00 -0.06 0.01
0.00 -0.01 0.00
0.00 0.00 -0.01
0.00 0.00 0.01
-0.01 0.00 0.00
-0.10 0.02 0.15
0.15 -0.13 0.10
-0.04 0.08 0.08
0.05 -0.01 0.01
0.00 -0.02 0.01
-0.05 0.01 -0.02
0.04 0.00 0.00
-0.01 -0.04 0.01
0.01 -0.03 -0.03
0.04 -0.04 -0.04
0.01 0.01 -0.01
0.01 0.00 -0.02
0.04 -0.01 -0.04
0.01 -0.01 0.01
0.00 -0.01 -0.01
0.00 -0.01 0.01
0.01 0.01 0.01

ORCA calculation (ωB97M-V/def2-TZVPD) on a structure of composition C19H24N4O5S at a distorted geometry.

Calculated values
HOMO-LUMO gap ... 8.3745 eV
2S+1 ... 1
E_HOMO ... -7.901 eV

Positions of all 53 atoms, in Å:
C 3.114 6.175 4.701
H 2.501 6.698 3.996
O 2.718 4.659 4.694
C 2.728 4.061 3.491
C 2.378 2.800 3.523
C 2.148 2.001 2.662
C 2.427 2.487 1.395
C 3.107 3.535 1.204
C 3.217 4.485 2.260
O 3.546 5.769 2.003
C 3.960 6.127 0.961
H 4.404 7.195 0.948
H 4.823 5.598 0.170
H 3.047 6.081 0.149
H 3.373 3.807 0.156
C 2.398 1.553 0.240
O 2.749 1.908 -1.031
N 1.952 0.252 0.367
H 1.689 -0.313 1.301
C 1.771 -0.698 -0.651
C 0.521 -1.101 -0.955
N -0.271 -2.000 -0.261
N -1.535 -2.045 -0.712
C -1.691 -0.844 -1.436
O -0.190 -0.493 -1.597
S -3.026 -0.416 -2.354
C -4.020 -1.736 -2.206
C -3.262 -3.138 -2.567
O -2.584 -2.714 -3.585
N -3.629 -4.207 -2.202
C -4.282 -4.616 -0.922
H -4.927 -3.759 -0.847
C -3.418 -4.790 0.220
C -2.424 -5.843 -0.238
C -1.684 -5.557 -1.468
C -2.722 -5.454 -2.387
H -2.029 -5.152 -3.532
H -3.525 -6.108 -2.648
H -1.055 -6.459 -1.649
H -1.076 -4.673 -1.094
H -1.920 -6.006 0.641
H -3.142 -6.666 -0.046
H -3.944 -4.861 1.100
H -2.804 -3.732 0.259
H -4.766 -5.434 -1.129
H -4.200 -2.006 -1.088
H -5.050 -1.629 -2.639
H 2.117 -0.231 -1.789
H 2.492 -1.781 -0.531
H 1.839 0.986 3.046
H 2.033 2.449 4.756
H 4.283 6.202 4.378
H 3.114 6.282 5.678

Forces on the atoms, in the same order (eV/Å):
3.45 -4.37 -4.64
-0.35 0.49 0.25
0.53 3.30 -0.44
2.48 4.27 -0.48
-1.38 2.28 15.27
-2.62 -8.95 -7.07
-1.69 -8.30 -1.72
2.50 7.60 -1.58
-0.98 -0.94 -0.37
-2.54 -4.09 12.81
4.24 5.38 -17.03
-1.01 -1.41 0.30
-1.68 0.32 2.91
1.76 0.64 1.00
-0.03 -0.28 1.05
0.69 -0.12 -7.12
-1.59 -1.25 6.52
-0.93 -1.28 4.04
0.94 2.80 -2.31
8.98 -1.12 -4.29
-2.52 -10.11 9.70
2.74 -3.16 0.54
0.65 5.87 -0.90
4.55 -5.58 2.48
-11.64 10.70 -11.21
0.96 4.46 -1.77
-2.50 -5.79 4.91
2.07 14.34 -8.25
0.41 -3.79 1.83
0.29 -11.94 4.87
-0.41 7.01 -1.01
-1.22 -0.14 0.95
4.72 4.82 -2.57
-3.01 -1.37 4.72
2.15 -1.75 4.39
0.28 5.10 -10.27
-2.69 -1.03 2.90
0.63 -1.68 0.37
-0.08 0.90 -0.28
-0.49 -0.62 -1.80
2.62 -0.32 1.80
0.62 -0.99 -1.84
-0.96 -0.89 2.04
-1.43 -2.33 0.40
-3.12 -4.43 -1.25
-0.24 1.47 -1.20
1.33 0.11 -0.01
-0.31 -0.97 3.52
-1.94 3.33 -0.04
0.09 1.02 -1.53
1.30 1.14 -3.61
-2.90 0.11 0.53
-0.67 1.55 4.52